DFT (ωB97M-V/def2-TZVPD) results for a molecular structure, C17H28NO2P2PtSe.

XYZ file:
```
52
Properties=species:S:1:pos:R:3
Pt 0.112 0.397 -0.190
P 2.108 -0.669 0.049
C 2.430 -1.043 -1.720
C 1.143 -1.462 -2.402
N -0.005 -0.990 -1.880
C -1.196 -1.270 -2.439
C -1.271 -2.146 -3.529
C -0.101 -2.669 -4.079
C 1.112 -2.311 -3.512
C -2.431 -0.615 -1.871
P -2.005 0.827 -0.837
H 2.062 -2.672 -3.885
H -2.254 -2.386 -3.918
H -0.142 -3.357 -4.922
H -3.122 -0.297 -2.662
H -2.952 -1.334 -1.226
H 2.766 -0.061 -2.128
H 3.179 -1.843 -1.778
H 0.903 3.499 -1.839
O 1.531 2.797 -2.158
H 2.078 3.256 -2.834
H -0.187 4.250 -0.083
O -0.266 4.401 -1.042
H -0.734 5.254 -1.154
C -2.068 2.223 -1.969
H -3.056 2.276 -2.444
H -1.866 3.136 -1.394
H -1.267 2.118 -2.714
C -3.249 1.002 0.447
H -2.986 1.870 1.064
H -4.240 1.147 -0.008
H -3.260 0.103 1.078
C 2.027 -2.260 0.917
H 2.992 -2.785 0.845
H 1.784 -2.095 1.976
H 1.241 -2.894 0.483
C 3.494 0.291 0.654
H 3.259 0.672 1.657
H 4.397 -0.339 0.683
H 3.650 1.138 -0.028
Se 0.240 1.671 1.779
C -0.076 0.430 3.248
C -1.373 0.268 3.758
C -1.606 -0.659 4.777
C -0.554 -1.416 5.320
C 0.744 -1.206 4.835
C 0.990 -0.290 3.811
H -2.175 0.875 3.324
H -2.623 -0.803 5.142
H -0.745 -2.134 6.125
H 1.570 -1.780 5.251
H 1.997 -0.114 3.421
```

## Properties
Calculated total energy in Ha: -4072.166574
Relative energy (zero: lowest compared OMol25 entry of this formula, charge and spin) in kJ/mol: 0.0
HOMO energy (alpha / beta) in eV: -15.19 / -18.14
Net charge: +3
Multiplicity: 5

DFT (ωB97M-V/def2-TZVPD) results for 2 unconnected molecules or ions with the total composition C6H12NO3PS2.

XYZ file:
```
25
Properties=species:S:1:pos:R:3
C -2.143 -0.934 -0.234
C -3.240 -0.225 0.017
C -1.366 1.589 -0.539
C -4.534 -0.735 0.356
C 2.343 1.171 1.952
C 3.538 -1.651 -1.253
N 0.296 -0.443 0.417
O 2.318 1.180 -1.876
O 2.446 1.722 0.634
O 3.388 -0.709 -0.231
P 2.373 0.624 -0.529
S -3.187 1.577 -0.077
S -0.579 -0.122 -0.781
H -2.019 -1.979 -0.360
H -1.103 2.124 -1.432
H -0.952 2.058 0.391
H -5.089 -0.917 -0.580
H -5.072 -0.029 0.910
H -4.504 -1.797 0.842
H 1.571 1.902 2.334
H 3.270 1.192 2.500
H 1.778 0.097 1.944
H 2.712 -2.324 -0.944
H 4.515 -2.091 -1.298
H 3.239 -1.279 -2.163
```

## Properties
Calculated total energy in Ha: -1653.879477
Relative energy (zero: lowest compared OMol25 entry of this formula, charge and spin) in kJ/mol: 154.4
HOMO energy (alpha / beta) in eV: -8.06 / -8.05

DFT (ωB97M-V/def2-TZVPD) results for a gas-phase ion, C22H34N3O (charge +1).

XYZ file:
```
60
Properties=species:S:1:pos:R:3
O 2.169 -1.355 0.471
C 2.102 -0.725 1.528
N 1.323 0.300 1.825
C 0.351 0.933 1.019
C 0.120 0.600 -0.311
C -0.852 1.252 -1.033
C -1.656 2.264 -0.472
N -2.670 2.860 -1.158
C -3.233 4.116 -0.704
H -4.162 4.289 -1.248
H -3.495 4.038 0.353
C -2.259 5.280 -0.926
C -2.276 5.882 -2.341
C -2.728 4.964 -3.483
H -3.817 4.886 -3.486
H -2.449 5.458 -4.416
C -2.137 3.553 -3.479
H -2.185 3.152 -4.493
C -2.905 2.596 -2.559
H -2.654 1.562 -2.788
H -3.979 2.709 -2.742
H -1.087 3.584 -3.181
H -1.272 6.248 -2.561
H -2.939 6.750 -2.350
H -2.484 6.074 -0.212
H -1.255 4.916 -0.695
C -1.376 2.602 0.870
C -0.407 1.950 1.592
H -0.231 2.237 2.620
H -1.924 3.384 1.366
H -0.969 0.966 -2.064
H 0.712 -0.161 -0.790
H 1.393 0.697 2.754
C 3.056 -1.219 2.655
N 3.762 -2.355 2.046
H 4.722 -2.110 1.804
C 3.734 -3.650 2.762
H 4.133 -3.514 3.770
C 2.319 -4.225 2.820
C 1.611 -4.228 1.480
C 2.217 -4.571 0.349
C 1.546 -4.611 -0.985
C 0.027 -4.598 -0.854
C -0.384 -3.516 0.135
C 0.155 -3.855 1.521
H -0.407 -4.694 1.942
H 0.005 -3.003 2.193
H 0.030 -2.559 -0.188
H -1.469 -3.421 0.175
H -0.318 -5.569 -0.495
H -0.428 -4.417 -1.828
H 1.875 -3.741 -1.563
H 1.876 -5.499 -1.528
H 3.262 -4.858 0.344
H 2.395 -5.247 3.196
H 1.714 -3.674 3.542
H 4.389 -4.336 2.224
H 3.185 -2.423 1.099
H 3.741 -0.426 2.958
H 2.481 -1.545 3.521
```

## Properties
SMILES: O=C(C[NH2+]CCC1=CCCCC1)Nc1ccc(N2CCCCCC2)cc1
Calculated total energy in Ha: -1098.004822
Relative energy (zero: lowest compared OMol25 entry of this formula, charge and spin) in kJ/mol: 104.7
HOMO energy in eV: -9.69
Net charge: +1

DFT (ωB97M-V/def2-TZVPD) results for a molecular structure, C41H34IrN2O7P.

XYZ file:
```
86
Properties=species:S:1:pos:R:3
Ir 0.497 0.688 -0.591
O 5.209 0.252 2.303
C 4.251 -0.147 3.228
C 4.570 -0.459 4.525
C 3.625 -0.278 5.538
C 2.335 0.021 5.197
C 1.973 0.097 3.893
C 2.878 -0.071 2.815
C 2.326 0.160 1.508
O 1.071 0.482 1.374
N 3.036 -0.016 0.382
N 2.473 0.612 -0.615
C 3.221 1.362 -1.451
C 3.108 2.718 -1.628
C 4.317 3.452 -1.826
C 4.471 4.643 -1.165
C 3.312 5.257 -0.654
C 2.110 4.650 -0.558
C 1.934 3.329 -1.005
O 0.805 2.709 -0.669
H 6.066 0.177 2.802
H 5.642 -0.594 4.694
H 3.961 -0.400 6.570
H 1.536 0.060 5.973
H 0.953 0.325 3.631
H 3.937 0.771 -2.020
H 5.125 3.015 -2.428
H 5.345 5.230 -1.216
H 3.400 6.231 -0.190
H 1.336 5.117 0.083
C -6.038 4.339 -1.684
O -4.746 4.539 -1.049
C -3.729 3.763 -1.505
C -2.948 4.266 -2.605
C -1.884 3.538 -3.120
C -1.497 2.295 -2.557
C -0.496 1.520 -3.187
C -0.169 1.687 -4.658
O 0.186 0.580 -2.569
C -2.131 1.893 -1.282
O -1.531 1.035 -0.433
C -3.251 2.614 -0.835
H -6.748 4.648 -0.882
H -6.184 3.255 -1.959
H -6.104 4.948 -2.638
H -3.309 5.182 -3.039
H -1.257 3.981 -3.920
H 0.760 2.268 -4.842
H -0.980 2.149 -5.247
H 0.036 0.764 -5.235
H -3.760 2.264 0.065
O 0.210 -1.368 -0.736
P -0.682 -2.459 -0.037
C -2.254 -2.496 -1.005
C -3.348 -3.417 -0.846
C -4.421 -3.340 -1.706
C -4.389 -2.543 -2.836
C -3.283 -1.750 -3.057
C -2.182 -1.748 -2.214
C 0.138 -4.037 -0.077
C 1.523 -4.099 -0.185
C 2.133 -5.353 -0.053
C 1.394 -6.519 0.115
C 0.049 -6.349 0.476
C -0.569 -5.154 0.459
C -0.845 -2.121 1.737
C -1.511 -0.963 2.190
C -1.546 -0.662 3.576
C -1.012 -1.548 4.487
C -0.309 -2.661 4.053
C -0.156 -2.905 2.692
H -3.382 -4.069 0.042
H -5.388 -3.854 -1.479
H -5.233 -2.462 -3.544
H -3.298 -1.139 -3.953
H -1.304 -1.104 -2.458
H 2.079 -3.185 -0.371
H 3.178 -5.410 -0.236
H 1.869 -7.484 -0.053
H -0.574 -7.227 0.735
H -1.588 -5.049 0.885
H -1.962 -0.335 1.451
H -1.943 0.301 3.881
H -1.054 -1.357 5.566
H 0.028 -3.407 4.793
H 0.588 -3.647 2.389
```

## Properties
Calculated total energy in Ha: -2664.421872
Relative energy (zero: lowest compared OMol25 entry of this formula, charge and spin) in kJ/mol: 96.4
HOMO energy (alpha / beta) in eV: -5.25 / -7.29
Multiplicity: 5

DFT (ωB97M-V/def2-TZVPD) results for a single C5H4O3 molecule.

XYZ file:
```
12
Properties=species:S:1:pos:R:3
C 0.211 1.431 0.819
C 0.100 0.134 0.288
C 1.237 -0.418 -0.385
C 0.650 -1.323 -1.251
C -1.197 -0.445 -0.326
H -1.610 1.077 1.130
H 1.068 2.039 1.317
H 2.383 -0.425 -0.257
H 1.148 -2.398 -1.502
O -0.904 1.906 1.321
O -0.797 -1.326 -1.154
O -2.291 -0.252 0.000
```

## Properties
SMILES: O=C1OC=C/C1=C/O
Calculated total energy in Ha: -418.543578
Relative energy (zero: lowest compared OMol25 entry of this formula, charge and spin) in kJ/mol: 310.5
HOMO energy in eV: -8.48

DFT (ωB97M-V/def2-TZVPD) results for a molecular structure, C33H25BrClN5O5Zr.

XYZ file:
```
71
Properties=species:S:1:pos:R:3
Zr -0.119 -0.105 -0.415
Br -0.345 1.163 6.787
C -0.442 1.212 4.912
C -1.669 1.447 4.284
C -1.761 1.500 2.905
C -0.633 1.280 2.129
O -0.670 1.353 0.786
C 0.591 1.025 2.756
C 1.771 0.756 1.983
N 1.778 0.345 0.755
C 3.015 0.062 0.087
C 4.206 -0.147 0.715
C 5.371 -0.444 -0.023
C 5.316 -0.542 -1.381
C 4.085 -0.353 -2.052
C 3.960 -0.455 -3.455
C 2.750 -0.240 -4.044
C 1.648 0.054 -3.234
N 1.709 0.143 -1.918
C 2.931 -0.048 -1.317
C 0.686 1.029 4.157
H -2.551 1.607 4.891
H -2.698 1.729 2.413
H 2.721 0.903 2.490
H 4.280 -0.109 1.794
H 6.305 -0.600 0.501
H 6.203 -0.771 -1.960
H 4.832 -0.704 -4.050
H 2.617 -0.308 -5.115
H 0.681 0.215 -3.686
H 1.645 0.862 4.638
C 1.327 -2.341 2.203
C -0.177 -2.406 2.177
C -0.778 -3.327 3.028
C -2.143 -3.471 3.045
C -2.899 -2.683 2.194
C -2.268 -1.772 1.386
N -0.919 -1.615 1.373
C -3.071 -0.930 0.457
C -4.452 -0.863 0.514
C -5.121 -0.036 -0.364
C -4.403 0.726 -1.267
C -3.031 0.624 -1.283
N -2.391 -0.203 -0.435
C -2.199 1.508 -2.148
C -2.759 2.250 -3.158
C -1.973 3.179 -3.825
C -0.678 3.380 -3.404
C -0.156 2.608 -2.376
C 1.227 2.909 -1.861
N -0.891 1.636 -1.810
H 1.720 -3.283 2.577
H 1.658 -1.563 2.895
H 1.769 -2.161 1.231
H -0.147 -3.936 3.661
H -2.619 -4.195 3.694
H -3.968 -2.814 2.155
H -5.010 -1.428 1.245
H -6.201 0.035 -0.330
H -4.917 1.412 -1.922
H -3.792 2.114 -3.441
H -2.387 3.761 -4.639
H -0.053 4.138 -3.857
H 1.301 3.985 -1.698
H 2.000 2.636 -2.582
H 1.436 2.418 -0.916
O -1.332 -3.182 -1.153
Cl -0.267 -2.502 -1.803
O 0.342 -3.234 -2.837
O -0.746 -1.163 -2.285
O 0.755 -2.070 -0.776
```

## Properties
Calculated total energy in Ha: -5003.286180
Relative energy (zero: lowest compared OMol25 entry of this formula, charge and spin) in kJ/mol: 47.8
HOMO energy in eV: -13.52
Net charge: +2

DFT (ωB97M-V/def2-TZVPD) results for 2 unconnected molecules or ions with the total composition C2H6OS.

XYZ file:
```
10
Properties=species:S:1:pos:R:3
C 1.092 0.595 0.455
S 1.445 -0.907 -0.501
H 0.594 1.366 -0.123
H 2.024 0.941 0.892
H 0.441 0.285 1.267
H 2.037 -0.357 -1.571
O -2.101 0.677 -0.397
C -1.909 -0.472 -0.115
H -1.362 -1.202 -0.733
H -2.260 -0.927 0.826
```

## Properties
SMILES: C=O.CS
Calculated total energy in Ha: -553.182304
Relative energy (zero: lowest compared OMol25 entry of this formula, charge and spin) in kJ/mol: 55.4
HOMO energy in eV: -9.18

DFT (ωB97M-V/def2-TZVPD) results for a molecular structure, C7H6Br3NO2.

XYZ file:
```
19
Properties=species:S:1:pos:R:3
C 0.368 1.356 1.898
C 0.184 -0.019 1.655
C -0.536 -0.439 0.479
C -0.831 0.466 -0.453
C -0.642 1.873 -0.214
C -0.180 2.298 1.020
N -1.242 0.077 -1.828
O -0.720 -0.971 -2.258
O -2.166 0.664 -2.317
H 0.741 1.737 2.837
H 0.506 -0.788 2.342
H -0.670 -1.492 0.282
H -0.830 2.605 -0.985
H -0.059 3.368 1.107
C 1.104 -2.126 -0.789
Br 2.053 -3.487 -1.848
Br 2.261 -0.571 -0.371
Br 0.343 -2.752 0.911
H 0.315 -1.799 -1.467
```

## Properties
Calculated total energy in Ha: -8197.386699
Relative energy (zero: lowest compared OMol25 entry of this formula, charge and spin) in kJ/mol: 332.5
HOMO energy in eV: -9.47

| no. | F_max (hartree/bohr) |
| --- | --- |
| 1 | 0.06917 |
| 2 | 0.09424 |
| 3 | 0.01778 |
| 4 | 0.07359 |
| 5 | 0.12829 |
| 6 | 0.03083 |
| 7 | 0.01096 |
| 8 | 0.13078 |